[1]
Below is C32H54IrN5O2P2 as an isolated structure in a non-equilibrium geometry, with properties calculated with ωB97M-V with the def2-TZVPD basis set.

Each line ends with the Löwdin spin population.
Element x y z (Å)
1 Ir 0.4815 -0.2967 -0.1709  -0.156
2 C -0.9759 -3.6185 -2.2847  0.000
3 C -1.3710 -3.6377 -0.8155  0.012
4 C -0.4185 -4.5093 -0.0098  0.000
5 P -1.5113 -1.8937 -0.1428  0.028
6 C -2.6564 -2.0490 1.3458  0.000
7 C -1.9274 -2.3816 2.6431  0.000
8 C -3.4764 -0.7804 1.5490  0.001
9 C -2.6729 -1.1239 -1.3295  0.068
10 C -3.7256 -1.7744 -1.9426  0.005
11 C -4.6080 -1.0980 -2.7994  0.087
12 C -5.7689 -1.7771 -3.4112  0.018
13 C -4.3639 0.2614 -3.0666  -0.011
14 C -3.3554 0.9398 -2.4354  0.067
15 C -2.5306 0.2764 -1.4965  0.035
16 N -1.6178 0.9306 -0.7476  0.384
17 C -1.8524 2.0875 -0.1168  0.031
18 C -3.1564 2.5507 0.1913  0.104
19 C -3.3358 3.6551 0.9799  -0.017
20 C -2.2430 4.3547 1.5236  0.137
21 C -2.4582 5.4924 2.4434  0.027
22 C -0.9488 3.9198 1.1972  0.015
23 C -0.7391 2.8255 0.3860  0.089
24 P 0.8433 2.1118 -0.1487  0.019
25 C 2.2610 2.8817 0.7806  0.005
26 C 2.5062 4.3712 0.5621  0.002
27 C 2.1253 2.4948 2.2526  -0.002
28 C 1.0695 2.6524 -1.9312  0.001
29 C 0.2592 3.8991 -2.2728  0.001
30 C 0.7448 1.5074 -2.8929  -0.004
31 H -1.0038 -4.6304 -2.6834  0.000
32 H 0.0404 -3.2469 -2.3975  0.000
33 H -1.6383 -2.9985 -2.8835  0.000
34 H -2.3817 -4.0519 -0.7080  0.002
35 H 0.6126 -4.1949 -0.1552  0.000
36 H -0.4809 -5.5347 -0.3672  0.000
37 H -0.6569 -4.5212 1.0517  0.000
38 H -3.3316 -2.8732 1.0879  0.000
39 H -1.3340 -1.5276 2.9698  -0.001
40 H -1.2991 -3.2644 2.5552  0.000
41 H -2.6664 -2.5846 3.4174  0.000
42 H -2.8337 0.0770 1.7438  0.000
43 H -4.1266 -0.9135 2.4098  0.000
44 H -4.1076 -0.5626 0.6926  0.000
45 H -3.8980 -2.8252 -1.7640  -0.001
46 H -5.9640 -2.7477 -2.9638  0.000
47 H -5.6095 -1.9213 -4.4838  0.007
48 H -6.6594 -1.1507 -3.3319  0.004
49 H -4.9964 0.7842 -3.7703  -0.001
50 H -3.1817 1.9882 -2.6287  0.001
51 H -4.0044 1.9897 -0.1704  0.004
52 H -4.3366 3.9835 1.2157  -0.003
53 H -3.3276 6.0788 2.1499  0.004
54 H -1.5855 6.1369 2.5096  0.001
55 H -2.6638 5.1175 3.4511  0.012
56 H -0.1193 4.4697 1.6105  -0.002
57 H 3.1334 2.3553 0.3699  0.000
58 H 1.7049 4.9935 0.9448  0.000
59 H 2.6505 4.6026 -0.4904  0.000
60 H 3.4182 4.6477 1.0894  0.001
61 H 1.3326 3.0579 2.7388  0.000
62 H 3.0530 2.6991 2.7822  0.000
63 H 1.8918 1.4284 2.3328  -0.002
64 H 2.1399 2.8857 -2.0093  0.000
65 H -0.8050 3.6759 -2.3054  0.000
66 H 0.5538 4.2581 -3.2570  0.000
67 H 0.4192 4.7044 -1.5601  0.000
68 H -0.3314 1.3660 -2.9796  0.001
69 H 1.1895 0.5626 -2.5591  -0.003
70 H 1.1286 1.7347 -3.8851  0.000
71 N 3.1472 -0.1610 -0.5734  0.044
72 C 3.6464 -1.4253 -1.1023  0.006
73 C 5.0288 -1.8724 -0.5985  0.003
74 C 5.4172 -1.6926 0.8736  0.000
75 C 4.9490 -2.8077 1.8142  0.000
76 N 3.5020 -2.8234 1.9258  -0.002
77 C 2.7760 -1.9002 2.5080  -0.001
78 N 3.3068 -1.0090 3.3497  0.000
79 N 1.4515 -1.7834 2.1788  -0.012
80 C 2.4656 -2.4639 -0.9304  0.000
81 O 2.6796 -3.5741 -0.4754  -0.007
82 O 1.3582 -1.9871 -1.2813  -0.005
83 H 3.3505 0.5939 -1.2186  0.000
84 H 3.6032 0.0475 0.3087  0.000
85 H 3.7126 -1.3615 -2.1953  0.000
86 H 5.7490 -1.2941 -1.1810  0.000
87 H 5.1652 -2.9187 -0.8721  0.000
88 H 5.0890 -0.7263 1.2661  0.000
89 H 6.5066 -1.6902 0.9149  0.000
90 H 5.4139 -2.6889 2.7945  0.000
91 H 5.2498 -3.7783 1.4226  0.000
92 H 3.0648 -3.4294 1.2221  0.000
93 H 4.2417 -1.1560 3.7008  0.000
94 H 2.7186 -0.4196 3.9158  0.000
95 H 1.0553 -2.5999 1.7252  0.001
96 H 0.8522 -1.3950 2.8975  -0.001

Forces on atoms 1 to 3 (eV/Å):
Ir -0.625 -0.632 -2.314
C 0.116 0.097 -0.216
C 0.608 0.215 0.037

Results
Calculated total energy in a.u.: -2462.13614
Multiplicity: 2
Net charge: +3
Kohn-Sham gap (alpha / beta) in hartree: 0.206 / 0.217

---

[2]
Below is C5H9NO as an isolated structure, with properties calculated with ωB97M-V with the def2-TZVPD basis set.

Each line ends with the Mulliken charge.
Element x y z (Å)
1 C -0.9049 -0.3903 1.1586  -1.540
2 C -0.1307 -0.1117 -0.1215  1.631
3 C -0.3196 -1.2061 -1.1676  -1.444
4 C -0.2310 1.3836 -0.6269  -0.801
5 O 1.1085 1.3043 -1.1488  -0.285
6 C 1.2949 0.3828 -0.1864  -0.132
7 N 1.8692 0.9392 0.8633  -0.586
8 H -0.9469 0.4888 1.8093  0.342
9 H -1.9425 -0.6070 0.8667  0.402
10 H -0.5430 -1.2552 1.7214  0.354
11 H 0.0794 -2.1264 -0.7220  0.362
12 H -1.3607 -1.3828 -1.4429  0.388
13 H 0.2770 -0.9898 -2.0579  0.367
14 H 0.7740 1.7088 0.8683  0.421
15 H -0.9524 1.6122 -1.4303  0.225
16 H 1.9288 0.2495 1.6166  0.297

Forces on atoms 1 to 3 (eV/Å):
C 0.148 -0.051 0.045
C -0.034 -0.254 0.079
C -0.111 -0.052 -0.137

Results
Calculated total energy in a.u.: -325.70980
Multiplicity: 1
Net charge: 0
Kohn-Sham gap (alpha / beta) in hartree: 0.305 / 0.305

---

[3]
Below is a 2-piece molecular cluster, C2H10N2 overall in a non-equilibrium geometry, with properties calculated with ωB97M-V with the def2-TZVPD basis set.

Each line ends with the Löwdin spin population.
Element x y z (Å)
1 N 3.1305 -1.0764 -0.8759  0.151
2 H 2.5506 -1.3285 -0.1245  0.000
3 H 2.7367 -1.0437 -1.8051  0.001
4 H 3.5073 -0.0666 -0.8771  0.001
5 C -2.0973 0.6327 1.0696  0.045
6 C -1.2828 -0.1169 0.0854  0.110
7 N -0.1473 0.7048 -0.1793  0.591
8 H -1.5856 1.0663 1.8647  0.001
9 H -3.0200 0.0734 1.6012  0.002
10 H -2.6764 1.3409 0.6133  0.003
11 H -1.7956 -0.1247 -0.8430  0.002
12 H -1.1204 -1.2079 0.4302  0.066
13 H 0.4566 0.3690 0.5725  0.011
14 H 0.3451 0.4288 -0.9751  0.018

Forces on atoms 1 to 3 (eV/Å):
N 1.715 3.639 -1.947
H -0.839 -0.293 0.942
H -0.596 -1.150 -0.075

Results
Calculated total energy in a.u.: -191.29161
Multiplicity: 2
Net charge: +1
Kohn-Sham gap (alpha / beta) in hartree: 0.415 / 0.147

---

[4]
Below is a 2-piece molecular cluster, C3H11N2 overall in a non-equilibrium geometry, with properties calculated with ωB97M-V with the def2-TZVPD basis set.

Each line ends with the Mulliken charge.
Element x y z (Å)
1 C 1.3759 1.0831 1.6495  -0.856
2 C -0.8234 -1.6375 -1.8394  -0.689
3 C -0.5915 0.6353 -1.0737  -0.137
4 N 0.1463 0.2922 1.6118  -0.501
5 N -1.2861 -0.4228 -1.2345  -0.012
6 H 1.8875 1.0422 2.6140  0.340
7 H 2.0589 0.7118 0.8859  0.309
8 H 1.1365 2.1224 1.4328  0.313
9 H -1.5620 -2.0013 -2.5553  0.300
10 H 0.1290 -1.4788 -2.3426  0.277
11 H -0.6988 -2.4094 -1.0758  0.311
12 H 0.4259 0.6741 -1.4336  0.250
13 H -1.0135 1.5064 -0.5974  0.310
14 H 0.3497 -0.6727 1.8542  0.235
15 H -0.5139 0.6459 2.2971  0.243
16 H -2.2411 -0.4531 -0.8781  0.306

Forces on atoms 1 to 3 (eV/Å):
C 0.149 0.001 0.134
C 0.351 -1.094 -0.416
C -0.221 -0.250 0.545

Results
Calculated total energy in a.u.: -230.13338
Multiplicity: 1
Net charge: +1
Kohn-Sham gap in hartree: 0.329

---

[5]
Below is an isolated ion of composition C6H7BrN3O and charge +1 in a non-equilibrium geometry, with properties calculated with ωB97M-V with the def2-TZVPD basis set.

Each line ends with the Mulliken charge.
Element x y z (Å)
1 C -2.2273 1.7074 1.9319  -0.547
2 C -1.3583 0.9400 1.2795  0.584
3 N -1.6770 0.0154 0.3233  -0.982
4 N -0.6402 -0.3211 -0.3026  0.974
5 C -0.7134 -1.2237 -1.4060  -0.737
6 C 0.5973 0.1998 0.1529  0.443
7 N 1.7049 -0.2020 -0.5006  -0.347
8 C 2.8920 0.2794 -0.3799  0.103
9 O 3.7498 -0.2104 -1.2703  -0.416
10 C 0.1732 1.0723 1.2970  -0.180
11 Br 0.9181 2.3142 2.4483  -0.071
12 H -3.2148 1.8572 1.6148  0.337
13 H -1.7273 2.4652 2.5758  0.195
14 H -0.3892 -2.2175 -1.1640  0.327
15 H 0.1527 -1.0823 -2.0514  0.359
16 H -1.6311 -1.0400 -1.8969  0.331
17 H 3.2496 0.9421 0.4244  0.230
18 H 4.7036 0.0455 -1.2383  0.397

Forces on atoms 1 to 3 (eV/Å):
C 2.024 1.571 0.161
C 3.421 -0.560 -0.092
N -1.444 -0.083 -0.910

Results
Calculated total energy in a.u.: -3045.99113
Multiplicity: 1
Net charge: +1
Kohn-Sham gap (alpha / beta) in hartree: 0.247 / 0.247

---

[6]
Below is a 3-piece molecular cluster, C4H12N2O overall in a non-equilibrium geometry, with properties calculated with ωB97M-V with the def2-TZVPD basis set.

Each line ends with the Mulliken charge.
Element x y z (Å)
1 C -1.7710 1.1624 -0.3465  -0.723
2 C -1.2301 0.0143 0.0339  0.474
3 C -1.9535 -1.0370 0.8128  -0.950
4 H -1.2724 1.8275 -1.0372  0.279
5 H -2.7300 1.4950 0.0302  0.278
6 H -0.2625 -0.3929 -0.6080  -0.223
7 H -2.0479 -1.9547 0.2313  0.276
8 H -1.3835 -1.2810 1.7134  0.281
9 H -2.9443 -0.7019 1.1170  0.333
10 C 1.1742 -0.8582 -1.4437  -0.578
11 N 2.1370 -0.2819 -0.7931  -0.211
12 O 2.3871 1.0119 -1.2220  -0.363
13 H 1.1244 -1.9282 -1.2959  0.318
14 H 0.8926 -0.5123 -2.4365  0.381
15 H 3.0336 1.3561 -0.5852  0.348
16 N 1.1732 0.4945 1.7132  -0.868
17 H 1.6492 1.3823 1.5847  0.227
18 H 1.8061 -0.2336 1.3976  0.345
19 H 0.2176 0.4376 1.1339  0.379

Forces on atoms 1 to 3 (eV/Å):
C 0.195 0.212 0.087
C 0.698 -1.528 -2.864
C 0.409 0.103 0.544

Results
Calculated total energy in a.u.: -344.19982
Multiplicity: 1
Net charge: 0
Kohn-Sham gap in hartree: 0.358